Entry from the OMol25 dataset: an isolated molecule of C4H6ClF in a non-equilibrium geometry (ωB97M-V/def2-TZVPD).

CARTESIAN COORDINATES (ANGSTROEM)
F (-1.69469, -0.21393, -0.08628)
C (-0.95864, -1.18959, 0.55743)
C (0.48810, -0.98985, 0.21723)
C (1.00480, 0.12090, -0.27887)
C (0.18178, 1.42029, -0.43917)
Cl (1.20623, 2.89395, -0.31174)
H (-1.22760, -1.16413, 1.60102)
H (-1.24602, -2.15370, 0.16771)
H (1.05158, -1.86573, 0.36783)
H (2.01173, 0.19980, -0.66649)
H (-0.22093, 1.40506, -1.44915)
H (-0.59634, 1.53693, 0.32050)

Properties
Kohn-Sham gap   10.904 eV
SMILES string   FC/C=C\CCl

Entry from the OMol25 dataset: an isolated molecule of C4H6ClF in a non-equilibrium geometry (ωB97M-V/def2-TZVPD).

CARTESIAN COORDINATES (ANGSTROEM)
C (-0.09430, 0.18371, -1.47467)
C (0.23654, -0.54556, -0.20698)
C (-0.72346, -0.29711, 1.02260)
C (0.61617, 0.12323, 1.02044)
F (1.52777, -0.38480, 1.89927)
Cl (1.08142, 1.90033, 0.93802)
H (-0.63034, -0.38334, -2.22526)
H (-0.90215, 1.03409, -1.32720)
H (0.82096, 0.61755, -1.80390)
H (0.61503, -1.52365, -0.17776)
H (-1.54921, 0.49449, 0.76962)
H (-0.99843, -1.21894, 1.56581)

Properties
Kohn-Sham gap   11.416 eV
SMILES string   C[C@@H]1C[C@]1(F)Cl

Entry from the OMol25 dataset: a structure of composition C4H6ClFO in a non-equilibrium geometry (ωB97M-V/def2-TZVPD).

CARTESIAN COORDINATES (ANGSTROEM)
C (0.40919, -0.61936, -0.32418)
C (0.21908, 0.91951, -0.57516)
C (-0.64081, 0.84693, 0.63104)
C (-0.91455, -0.64827, 0.21747)
H (2.46135, -0.72630, -0.06912)
H (0.87443, -1.29075, -1.19615)
H (-0.37281, 1.03935, -1.48070)
H (0.40569, 0.47235, 1.46763)
H (-1.56967, 1.50873, 1.08993)
H (-1.16036, -1.55360, 0.84957)
O (1.28484, -0.69032, 0.79376)
F (1.37632, 1.60646, -0.58479)
Cl (-2.37270, -0.86473, -0.81931)

Properties
Kohn-Sham gap   8.977 eV

Entry from the OMol25 dataset: an isolated molecule of C4H6ClFS2 in a non-equilibrium geometry (ωB97M-V/def2-TZVPD).

CARTESIAN COORDINATES (ANGSTROEM)
C (1.60598, 0.43245, 1.04693)
C (0.20986, 0.24215, 0.50723)
C (0.24395, 0.86641, -0.93643)
S (-0.03393, 2.44455, -1.06208)
S (0.39683, -0.08477, -2.33698)
C (-0.28654, -1.15589, 0.78546)
F (-1.54745, -1.31495, 0.06589)
Cl (-0.49234, -1.61394, 2.45132)
H (1.60331, 0.18868, 2.18459)
H (2.34876, -0.28838, 0.70113)
H (1.91769, 1.47596, 1.04074)
H (-0.51347, 0.83736, 1.09287)
H (-0.00085, -1.19037, -1.74939)
H (0.49539, -1.81889, 0.43060)

Properties
Kohn-Sham gap   8.554 eV
SMILES string   C[C@@H](C(=S)S)[C@H](F)Cl

Entry from the OMol25 dataset: the ion C4H6ClN2O with charge +1 in a non-equilibrium geometry (ωB97M-V/def2-TZVPD).

CARTESIAN COORDINATES (ANGSTROEM)
O (1.97041, 0.68675, -0.89934)
C (0.73045, 0.84419, -0.52459)
N (-0.10954, 0.44802, -1.44150)
C (-1.44518, 0.02953, -1.04256)
N (-1.57482, -0.77688, -0.11147)
C (-0.53929, -1.25112, 0.82119)
C (0.02454, -0.39026, 1.66965)
Cl (-0.58709, 1.09097, 2.27003)
H (2.53548, 1.02943, -0.17580)
H (0.39315, 1.20673, 0.39961)
H (0.52427, 0.15079, -2.29717)
H (-2.27624, 0.28242, -1.76509)
H (-0.30910, -2.29539, 0.78750)
H (0.66296, -1.05518, 2.30953)

Properties
Kohn-Sham gap   9.616 eV
Net charge   +1
SMILES string   O/C=[NH+]/C=N\C=C/Cl

Entry from the OMol25 dataset: an isolated molecule of C4H6ClN2P in a non-equilibrium geometry (ωB97M-V/def2-TZVPD).

CARTESIAN COORDINATES (ANGSTROEM)
P (1.48392, -1.82798, -0.27115)
C (0.64630, -0.51462, 0.74173)
N (-0.98217, -0.89607, 0.73155)
C (-1.65035, -0.00906, 0.07538)
C (-1.19729, 1.19475, -0.52280)
C (0.10238, 1.52364, -0.44575)
N (0.95288, 0.72778, 0.24506)
Cl (2.61503, 1.02594, 0.57523)
H (0.60868, -1.73632, -1.24369)
H (0.84735, -2.88789, 0.26493)
H (0.83044, -0.62325, 1.81950)
H (-2.74145, -0.23582, -0.08774)
H (-1.95777, 1.93125, -0.80581)
H (0.44203, 2.32767, -1.07643)

Properties
Kohn-Sham gap   8.298 eV
SMILES string   P[C@@H]1N=CC=CN1Cl

Entry from the OMol25 dataset: an isolated molecule of C4H6ClN3 in a non-equilibrium geometry (ωB97M-V/def2-TZVPD).

CARTESIAN COORDINATES (ANGSTROEM)
C (1.30412, -0.34185, -0.33298)
C (0.46315, -0.05743, 0.68101)
C (-1.01116, -0.41202, -1.70270)
C (0.88639, 0.30217, 2.13974)
N (-1.44888, 0.07428, -0.61727)
N (-0.94563, 0.13316, 0.56153)
N (-1.25162, -0.34197, -3.00025)
Cl (2.95481, -0.83935, 0.19878)
H (0.20992, -0.02896, 2.95020)
H (2.00217, 0.10639, 2.34285)
H (0.70105, 1.46183, 2.17676)
H (-1.43104, 0.44424, 1.42324)
H (-1.07039, -1.13586, -3.51943)
H (-1.36290, 0.63537, -3.30148)

Properties
Kohn-Sham gap (alpha / beta)   7.374 / 7.371 eV

Entry from the OMol25 dataset: an isolated molecule of C4H6ClN3 in a non-equilibrium geometry (ωB97M-V/def2-TZVPD).

CARTESIAN COORDINATES (ANGSTROEM)
H (-2.21870, 1.14083, -0.07759)
N (-2.21480, 0.07106, -0.09186)
C (-1.05897, -0.39410, 0.20544)
N (-0.55493, -1.72596, 0.06314)
C (0.84724, -1.62817, -0.15220)
C (1.24576, -0.37855, -0.15927)
Cl (2.90663, 0.03519, 0.01752)
C (0.18607, 0.55972, 0.39845)
N (-0.08613, 1.81658, -0.18960)
H (-1.21206, -2.27407, -0.42393)
H (1.44562, -2.53754, -0.09878)
H (0.31870, 0.57994, 1.48627)
H (0.15101, 1.82757, -1.21630)
H (0.24456, 2.90750, 0.23870)

Properties
Kohn-Sham gap   9.265 eV
SMILES string   [H]/N=C1/NC=C(Cl)[C@H]1N

In kcal/mol, the ΔE to the lowest compared entry with this formula, charge and spin values for the records above are, in order, 11.8; 25.9; 122.6; 15.5; 61.7; 69.7; 154.1; 62.9.